C4H7NO in the gas phase at a distorted geometry, computed with ωB97M-V with the def2-TZVPD basis set.

```
13
Properties=species:S:1:pos:R:3:forces:R:3:mulliken_charge:R:1
C -0.463397 1.675809 0.572511 0.0424 0.3428 0.2165 -0.89
N 0.137308 0.740611 -0.348601 0.3674 0.6006 -0.3689 -0.18
C -0.707173 -0.253448 -0.861860 -0.0287 -0.3051 0.1576 -0.68
C 0.556100 -0.492639 0.205160 -0.2393 -0.1596 -0.1405 0.17
C 1.298567 -1.716459 -0.190187 0.2749 -0.0258 -0.2508 -0.22
O 1.817828 -2.436091 0.635872 -0.1526 0.5051 -0.3968 -0.48
H -1.069355 2.335748 -0.051834 0.0839 0.1561 0.2808 0.34
H 0.324389 2.234412 1.072465 -0.0968 0.1593 0.0980 0.30
H -1.124764 1.197592 1.316118 0.2498 -0.0013 -0.1222 0.35
H -1.618742 -0.682752 -0.520017 -0.8893 0.6790 1.3890 0.33
H -0.822803 -0.102783 -1.934575 1.0226 -1.3285 -0.3836 0.31
H 0.614798 -0.425578 1.304844 -1.2333 -0.6200 -0.1299 0.32
H 1.057244 -2.074424 -1.199897 0.5990 -0.0027 -0.3493 0.32
```
Forces are in eV/Å.

As for the structure (SMILES): CN1C[C@H]1C=O. As for the HOMO energy: -9.11 eV. The calculation puts the total energy at -286.46968 Eh. For the frontier orbital gap, the calculation gives 9.64 eV. The calculation puts the relative energy (zero: lowest compared OMol25 entry of this formula, charge and spin) at 425.2 kJ/mol. The calculation puts the LUMO energy at 0.53 eV.

=====

C35H30F3N5O2PdS3Te as an isolated structure, computed with ωB97M-V with the def2-TZVPD basis set.

```
80
Properties=species:S:1:pos:R:3:forces:R:3:mulliken_charge:R:1
Pd 0.323695 0.500949 -0.338877 0.5465 0.2896 -0.2376 0.52
S -6.306313 -0.936367 -2.350051 -0.0337 -0.1030 -0.0523 -0.27
C -7.125110 0.447252 -2.923270 0.0051 0.0532 -0.0040 -0.38
C -6.347146 1.560156 -2.838397 -0.0083 0.0114 -0.0021 -0.90
C -5.063426 1.288037 -2.298561 -0.0114 0.0016 0.1359 -0.01
C -4.886607 -0.030177 -1.986823 0.0924 0.0200 0.0099 0.57
C -3.701239 -0.665180 -1.397272 -0.0964 0.0811 -0.0132 0.41
C -2.515045 0.084202 -1.221619 -0.0299 -0.0732 0.0957 0.11
N -1.436841 -0.408765 -0.649727 -0.3598 -0.2598 -0.1515 0.34
C -1.461193 -1.694209 -0.189800 0.1153 0.0756 0.0746 -0.60
C -2.571046 -2.520232 -0.360160 0.1141 0.0060 0.0239 0.71
C -2.517055 -3.867031 0.138459 0.0024 -0.0087 0.0255 -1.12
C -1.427355 -4.333524 0.785217 -0.0459 -0.0184 0.0185 -1.12
C -0.285412 -3.491817 1.004386 0.0070 0.0339 -0.0300 0.63
C 0.871442 -3.900760 1.686663 -0.0730 -0.0443 -0.0141 -0.76
C 1.918254 -3.026857 1.875438 0.1087 0.0440 0.0351 0.67
C 1.774430 -1.716515 1.363007 -0.0938 -0.0703 -0.0111 -0.92
N 0.711265 -1.324573 0.705335 -0.1127 -0.1882 0.3017 0.13
C -0.313385 -2.185377 0.516358 -0.0431 0.1263 -0.0688 0.06
C 3.151141 -3.402358 2.581483 -0.0402 0.0961 -0.0515 0.38
C 4.314934 -2.690017 2.681460 0.0034 -0.0287 -0.0203 -0.25
C 5.311404 -3.362686 3.435621 0.0229 0.0196 -0.0025 -0.63
C 4.889819 -4.571044 3.895977 0.0311 0.0264 -0.0003 -0.39
S 3.284699 -4.900005 3.419029 -0.0494 -0.0719 0.0440 -0.21
C -3.697936 -1.977260 -0.989623 -0.0676 -0.0625 0.0717 -0.75
H -8.135266 0.367733 -3.292140 0.0233 -0.0134 0.0092 0.43
H -6.673858 2.543422 -3.145148 0.0077 -0.0112 -0.0023 0.34
H -4.316174 2.055225 -2.146094 -0.1055 -0.1532 0.0513 0.35
H -2.445308 1.111927 -1.553202 -0.0432 -0.0637 -0.0289 -0.41
H -3.382414 -4.501761 -0.006703 0.0066 0.0031 -0.0150 0.42
H -1.406124 -5.348437 1.162614 0.0187 0.0053 -0.0118 0.44
H 0.924531 -4.917215 2.060763 0.0148 0.0087 -0.0087 0.42
H 2.544242 -0.968871 1.506807 0.0059 -0.0007 0.0158 0.51
H 4.472441 -1.726579 2.218836 0.0016 0.0003 0.0025 0.41
H 6.298636 -2.964808 3.620298 -0.0206 -0.0031 -0.0049 0.39
H 5.438195 -5.285094 4.489208 -0.0207 0.0085 -0.0130 0.44
H -4.576865 -2.600251 -1.111939 0.0019 0.0149 -0.0200 0.44
C -3.479695 0.872093 5.099120 -0.0363 0.0306 0.0005 -1.05
C -2.093715 0.229732 5.066754 0.0693 0.0174 0.0255 -0.47
C -1.197173 0.881642 4.059995 -0.0603 -0.0417 -0.0461 0.30
N -1.226119 0.611793 2.803408 0.0106 0.1462 -0.0874 -0.59
N -0.377653 1.387406 2.053822 0.0172 -0.2157 0.2348 0.27
C 0.320886 2.215568 2.771077 0.1035 -0.1040 0.0014 0.08
N 1.261330 3.049223 2.246716 -0.0701 -0.0420 -0.0608 -0.34
S -0.062993 2.139099 4.461067 0.0045 0.0714 0.1189 -0.25
H -4.121925 0.367621 5.821650 0.0112 0.0049 -0.0040 0.35
H -3.949120 0.811840 4.117475 0.0117 -0.0098 0.0017 0.30
H -3.417469 1.925322 5.377670 0.0083 -0.0118 0.0005 0.31
H -2.169678 -0.824358 4.796759 -0.0227 0.0031 -0.0127 0.24
H -1.632619 0.277623 6.054895 0.0059 -0.0131 -0.0054 0.34
H 1.687464 2.710375 1.387038 -0.0351 0.0042 0.0324 0.19
H 1.898915 3.483575 2.888549 0.0436 0.0153 0.0483 0.27
F 4.861272 2.110859 -0.346932 -0.0334 -0.1340 0.0398 -0.25
C 4.533868 0.817725 -0.203996 0.1216 0.0034 0.0067 0.77
F 4.706154 0.503216 1.108544 -0.0097 0.0265 -0.1663 -0.27
F 5.402807 0.088676 -0.902248 -0.0730 0.0916 0.0874 -0.26
C 3.072179 0.551475 -0.625981 -0.8360 0.1490 -0.0527 0.35
O 2.810398 -0.196394 -1.550070 0.6227 0.2406 0.3706 -0.56
O 2.225856 1.185127 0.126469 0.3065 -0.4002 -0.4906 -0.26
C -4.994387 5.655290 -2.391619 -0.0248 -0.0007 0.0126 -1.40
C -3.794357 4.747862 -2.350108 0.0400 0.0218 -0.0540 0.96
C -2.909101 4.768641 -1.280098 -0.0259 -0.0300 0.0543 -1.30
C -1.778128 3.959615 -1.244722 0.0619 -0.0883 0.1815 1.69
C -0.866896 4.016847 -0.050543 -0.0551 -0.0096 0.0133 -1.09
C -1.515222 3.081930 -2.309633 -0.0457 0.1162 -0.4412 -0.52
Te 0.324261 2.023190 -2.429991 -0.0952 -0.0985 0.1841 0.10
C -2.422277 3.021209 -3.386025 0.0254 0.2316 -0.0076 1.27
C -2.270715 2.103021 -4.572190 0.0038 -0.0304 -0.0323 -2.18
C -3.535320 3.864236 -3.386096 0.1175 0.1187 -0.0422 -0.94
H -5.062780 6.262153 -1.489230 0.0064 -0.0100 0.0022 0.36
H -5.921291 5.084698 -2.481656 -0.0013 -0.0049 0.0035 0.26
H -4.946755 6.331380 -3.247295 0.0122 -0.0089 -0.0024 0.33
H -3.096553 5.441486 -0.449166 0.0064 -0.0074 -0.0087 0.26
H -1.199986 4.769038 0.665558 -0.0141 0.0136 -0.0136 0.38
H 0.159533 4.240091 -0.347847 -0.0271 0.0289 -0.0331 0.30
H -0.833822 3.046944 0.456075 -0.0516 0.1520 -0.1070 0.02
H -1.597184 1.272428 -4.371171 -0.0242 -0.0027 0.0450 0.38
H -1.861916 2.647036 -5.428146 0.0137 -0.0200 0.0237 0.40
H -3.244980 1.705540 -4.871855 0.0338 0.0538 0.0227 0.40
H -4.223299 3.815368 -4.226251 0.0095 -0.0084 0.0053 0.42
```
Forces are in eV/Å.

As for the HOMO energy: -6.69 eV. The calculation puts the total energy at -3666.16279 Eh. For the frontier orbital gap, the calculation gives 5.79 eV. The calculation puts the relative energy (zero: lowest compared OMol25 entry of this formula, charge and spin) at 10.6 kJ/mol. The calculation puts the LUMO energy at -0.90 eV.

=====

A 3-piece molecular cluster, C29H46F17N3O7P overall at a distorted geometry, computed with ωB97M-V with the def2-TZVPD basis set.

```
103
Properties=species:S:1:pos:R:3:forces:R:3:mulliken_charge:R:1
C 6.416433 3.422602 3.469672 -0.7862 -0.3991 0.0472 -0.54
O 6.689398 3.159946 2.109358 0.1659 0.3471 0.1369 -0.41
C 5.992524 2.048540 1.639529 0.1027 -0.4150 -0.7924 0.14
C 6.399804 1.686528 0.213988 -0.6781 -0.8425 0.0901 -0.75
C 5.590285 0.401541 -0.181046 0.0537 1.0500 -0.0160 -0.69
C 4.539280 0.674093 -1.288373 -0.3525 -0.9659 0.4446 -0.96
C 3.075260 0.442641 -0.822265 -0.1090 0.8911 -0.2271 -0.82
C 2.277103 1.778269 -0.858552 0.2289 -0.9559 -0.1021 -1.07
C 0.975955 1.546808 -0.102307 -0.0680 0.0892 -0.1466 0.58
N 0.130049 2.773163 0.041026 -0.3047 -0.5570 -0.3168 0.17
C 0.787788 4.072276 0.196020 -0.3761 0.5702 0.3552 -2.08
C 1.034562 4.169882 1.709497 1.2586 -1.2747 0.4302 1.95
C 2.119907 3.226751 2.357982 -0.4514 0.4487 -0.1845 -0.19
O 1.490573 2.183214 3.076521 -0.0751 -0.2064 -0.2073 -0.49
C 2.418805 1.185132 3.433440 0.2218 0.0286 -0.1809 0.36
O 1.937247 0.510277 4.538592 0.0679 -0.0547 0.0594 -0.44
C 1.980177 -0.898173 4.365290 -0.6085 -0.8458 -0.1268 -0.75
C 0.834486 -1.399185 3.470973 0.7030 0.2128 -0.0695 0.53
O -0.357076 -1.616899 4.182598 -0.2055 0.0734 0.0612 -0.52
P 1.300957 5.994120 2.030402 -0.9186 1.1110 0.2619 0.16
C 2.964647 6.309841 1.266911 0.0054 -0.9048 0.7726 -0.90
C 1.636183 6.252890 3.837449 0.6958 -0.4572 -0.7618 -1.12
N -0.272284 3.579661 2.159166 -1.9077 2.3691 -1.1789 -0.71
C -0.751099 2.809249 1.102730 2.6244 0.1404 0.0980 0.06
N -1.884749 2.204931 1.132315 -0.2711 -0.2065 -0.4261 -0.05
C -2.380316 1.435776 -0.007274 -0.7766 -0.8025 1.1202 -0.27
C -2.978948 0.126194 0.519889 3.8661 2.8249 1.2923 0.35
O -3.864260 -0.400337 0.067211 -4.7205 -2.8631 -2.4491 -0.39
F -2.321213 -0.371311 1.564599 0.6424 -0.0123 0.6411 -0.15
H 6.528033 4.478639 3.700969 0.3520 0.0187 -0.1691 0.30
H 7.020778 2.801109 4.135914 0.1294 0.1067 -0.0308 0.32
H 5.361372 3.168760 3.662023 0.0600 0.0899 0.1696 0.07
H 4.903199 2.236699 1.619454 0.0174 0.1007 0.2041 -0.26
H 6.138915 1.143379 2.248943 0.1505 0.2404 0.2748 0.39
H 7.466215 1.488622 0.133673 0.0606 0.2280 0.1209 0.37
H 6.114584 2.471328 -0.484187 0.3121 0.2425 0.1033 0.31
H 6.284820 -0.390091 -0.449735 -0.0935 -0.0630 -0.1775 0.52
H 5.053610 0.057462 0.707586 0.0941 -0.1437 -0.0002 0.33
H 4.592494 1.694789 -1.666834 0.2938 -0.0206 -0.0410 0.56
H 4.732284 -0.000746 -2.121986 0.0292 0.1636 -0.1226 0.44
H 2.992023 0.068686 0.202574 0.3643 -0.2244 -0.0746 0.23
H 2.580745 -0.275052 -1.478505 -0.0746 -0.0527 0.1107 0.54
H 2.904281 2.564469 -0.435144 -0.1346 0.0068 0.1118 0.38
H 2.119020 2.014863 -1.913318 -0.2605 0.2638 0.1070 0.35
H 1.168400 1.162451 0.904529 0.1662 -0.0691 -0.1489 -0.68
H 0.431708 0.772350 -0.649328 -0.1473 0.1077 0.0705 0.48
H -0.043314 4.768935 0.023857 0.3519 0.3067 -0.1350 0.59
H 1.538678 4.382605 -0.520463 0.3426 -0.7303 0.0155 0.45
H 2.687554 3.805106 3.092658 0.3848 0.0080 -0.3366 0.58
H 2.756749 2.811142 1.572060 0.2611 0.1950 0.1586 -0.86
H 3.394500 1.644572 3.645407 -0.0264 0.0211 0.1208 -0.26
H 2.537403 0.490861 2.585534 0.1364 0.0852 -0.0106 0.18
H 1.832647 -1.366343 5.338950 0.1163 0.2258 0.1276 0.44
H 2.946666 -1.255608 3.994721 0.0394 0.2819 -0.0746 0.34
H 1.124016 -2.344597 3.009759 -0.0955 -0.0759 0.0927 0.39
H 0.692130 -0.677150 2.650021 -0.1116 -0.0349 0.0491 -0.37
H -0.451404 -0.926159 4.848555 -0.0537 0.0155 -0.0699 0.29
H 2.985448 5.981670 0.230307 0.0110 0.2089 -0.0692 0.30
H 3.212165 7.365219 1.346818 -0.2832 0.1152 -0.1566 0.44
H 3.748933 5.779297 1.819542 -0.0086 -0.0727 -0.1416 0.16
H 1.875712 7.310212 3.952854 -0.2717 0.0786 -0.0197 0.43
H 0.778019 5.987561 4.448141 0.0141 0.0066 0.0311 0.38
H 2.540776 5.721997 4.147445 -0.1914 -0.1509 0.2134 0.30
H -0.891027 4.409994 2.093557 -0.2245 -0.2270 1.1765 0.57
H -2.429208 2.300696 1.982510 -0.0546 -0.2491 -0.0775 0.35
H -3.188522 1.943595 -0.526079 0.1167 0.1790 -0.0775 0.40
H -1.597570 1.143575 -0.697106 0.1938 0.3759 0.0008 0.21
C -4.494366 -4.015098 0.272222 -0.0790 0.8142 -0.2834 -0.63
C -4.867569 -4.459406 1.695087 -0.5141 -0.1784 -0.4021 0.88
C -3.770414 -5.172631 2.483214 0.1980 -0.1969 0.5411 0.10
F -3.403007 -6.323581 1.879507 -0.0782 0.2047 0.2967 -0.22
F -4.232660 -5.489450 3.715842 -0.0627 0.1255 -0.1180 -0.27
F -5.984742 -5.213935 1.647944 0.1288 -0.0483 0.0878 -0.27
F -5.192062 -3.328952 2.388415 0.3493 0.0495 0.0598 -0.32
O -4.914042 -4.860940 -0.783049 0.1507 -0.6795 0.3837 -0.41
C -4.101617 -5.922099 -1.131993 0.2611 1.0469 0.0185 0.66
C -4.801299 -7.266811 -0.942004 -0.2773 -0.5488 0.0095 0.22
F -5.140214 -7.443144 0.350644 0.0196 0.0801 -0.1972 -0.22
F -3.963701 -8.269099 -1.292049 0.0624 0.1980 -0.0681 -0.25
F -2.930315 -5.859735 -0.468173 -0.0080 -0.3255 -0.4129 -0.27
F -3.809548 -5.759232 -2.445620 -0.0539 -0.3127 -0.1064 -0.26
H -5.034177 -3.085077 0.097930 -0.1503 -0.0724 0.1033 0.38
H -3.439904 -3.750959 0.185805 0.0450 -0.2258 0.1730 0.34
H -2.890733 -4.532252 2.601484 -0.0403 0.0369 -0.0664 0.29
H -5.704310 -7.323041 -1.554524 0.0519 0.1046 -0.0433 0.26
C -4.867800 -2.086282 -5.179187 -0.5286 0.3078 0.6100 -0.77
C -5.312519 -3.209722 -6.127924 -0.0433 0.5398 -0.3917 0.82
C -4.436410 -4.459620 -6.131500 0.1152 -0.6928 -0.1155 0.27
F -3.177871 -4.179672 -6.541299 -0.3312 -0.2039 0.0341 -0.22
F -4.945065 -5.373203 -6.990914 -0.1111 0.1708 0.0595 -0.27
F -5.442174 -2.716728 -7.378486 0.0799 -0.1188 0.0460 -0.27
F -6.558219 -3.591050 -5.729578 0.1539 -0.2010 0.2366 -0.32
O -4.130999 -1.024560 -5.762421 0.4537 -0.4477 -0.3955 -0.39
C -2.767179 -1.171306 -5.884996 -0.5393 -0.0332 0.7387 0.78
C -2.325373 -1.134105 -7.346613 0.2060 0.0440 -0.5781 0.17
F -2.892800 -2.141375 -8.036396 0.0634 0.2055 0.0924 -0.21
F -0.980838 -1.285403 -7.420541 -0.0702 0.0630 0.1922 -0.26
F -2.342830 -2.286674 -5.258513 0.3660 0.4027 -0.0572 -0.26
F -2.201064 -0.119624 -5.235486 0.1679 0.0010 -0.1862 -0.31
H -5.784612 -1.615289 -4.826823 -0.0634 0.0000 -0.1843 0.42
H -4.382149 -2.474337 -4.283380 0.1132 -0.1826 -0.1755 0.42
H -4.396202 -4.912983 -5.136231 -0.0104 0.0965 0.0285 0.15
H -2.605526 -0.185943 -7.811414 -0.0173 0.0257 0.1199 0.26
```
Forces are in eV/Å.

As for the total charge: +1. As for the HOMO energy: -11.77 eV. The calculation puts the total energy at -3862.30621 Eh. For the frontier orbital gap, the calculation gives 8.60 eV. The calculation puts the LUMO energy at -3.17 eV.